This record from the Open Molecules 2025 dataset describes 2 unconnected molecules or ions with the total composition C9H21N2O2 at a distorted geometry. The level of theory is ωB97M-V/def2-TZVPD.

Structure (XYZ):
```
34
Properties=species:S:1:pos:R:3:mulliken_charge:R:1
N 0.17 1.86 0.47 -0.49
C -0.98 -1.79 0.85 -1.15
C 1.83 0.17 0.12 1.70
H -0.19 -0.43 -1.92 0.35
H -0.98 2.68 -0.94 0.40
H 2.59 -0.58 -1.68 0.45
H -2.52 1.34 0.46 0.71
H -2.51 -0.91 -1.50 0.32
H 2.93 1.82 -0.85 0.35
O 1.76 -0.36 1.50 -0.59
C 2.07 -0.98 -0.86 -1.77
C -3.08 -0.33 -0.73 -1.45
H -1.24 -0.11 3.06 0.34
H -1.93 -2.29 1.00 0.43
C -1.24 -0.28 1.02 0.19
H 2.43 2.05 0.77 0.43
H 2.60 -0.60 1.75 0.42
H -1.13 1.31 2.09 0.48
N -0.83 0.39 2.27 0.05
C 2.86 1.30 0.15 -1.50
H 0.26 0.63 2.32 0.31
H -0.15 -2.01 1.70 0.29
H -1.10 1.02 -1.64 0.72
C -0.10 0.58 -1.57 -2.13
H -3.53 -1.06 -0.16 0.49
H 1.15 -1.40 -1.29 0.30
C 0.44 0.78 -0.16 0.45
H 3.82 0.85 0.50 0.42
H -0.59 -1.89 -0.15 0.26
H 0.64 1.01 -2.34 0.25
H 2.63 -1.69 -0.39 0.44
C -2.25 0.35 0.29 -0.45
H -3.64 0.57 -1.07 0.36
O -0.93 2.62 0.03 -0.37
```

Computed properties:
* energy: -615.08886 hartree
* orbital gap: 9.4 eV
* spin multiplicity: 1
* net charge: +1
* HOMO level: -12.60 eV
* energy relative to the best compared isomer or geometry (same formula, charge and spin): 4.328 eV